(1)
The following is a quantum chemistry calculation of 5 unconnected molecules or ions with the total composition C23H48IN2O14PSi, from the Open Molecules 2025 dataset.

XYZ file:
```
90
Properties=species:S:1:pos:R:3:forces:R:3:lowdin_charge:R:1
H -0.988416 -6.072815 -2.404168 -0.2 -0.1 0.0 0.04
N -1.296182 -6.260477 -3.363085 -0.9 -0.1 1.1 0.10
C -0.339772 -6.093822 -4.145772 0.9 -0.1 -0.4 -0.34
C 1.060157 -5.692698 -3.785295 0.1 0.7 -0.6 -0.32
Si 1.182677 -4.067073 -2.826395 0.7 -0.9 0.5 0.09
I 3.523400 -3.266862 -2.948486 -0.3 -0.1 -0.1 0.49
C 0.755949 -4.404214 -1.018960 0.5 0.7 -0.6 -0.33
C 1.224223 -3.296880 -0.034352 -1.4 -0.7 -0.3 -0.26
C 0.041387 -2.772718 0.798785 0.8 0.2 0.4 -0.18
C 0.550653 -2.501923 2.204356 -0.3 -0.1 -0.3 -0.17
O -0.488540 -2.036908 3.082589 -0.1 0.9 -0.9 -0.04
C -1.399517 -2.971581 3.365713 -1.2 2.2 -0.5 -0.42
O -1.140492 -3.999901 3.826336 1.1 -4.0 1.5 0.14
P -0.179323 -2.444440 -3.562478 -1.2 1.4 1.3 0.61
N -0.953586 -1.851806 -2.288019 0.3 -0.4 -0.4 -0.35
H -0.530884 -6.288369 -5.190841 0.0 0.1 -0.5 0.10
H 1.622410 -5.577687 -4.704042 0.3 0.0 -0.2 0.06
H 1.587367 -6.448539 -3.217081 0.0 -0.3 0.3 0.08
H -0.319075 -4.524696 -0.969267 -0.3 0.0 0.0 0.05
H 1.204134 -5.370340 -0.810194 0.1 -0.2 0.2 0.08
H 1.957233 -3.733236 0.629842 0.5 0.1 0.0 0.11
H 1.626226 -2.473321 -0.603637 0.5 0.3 0.1 0.05
H -0.324195 -1.860800 0.353895 -0.4 0.2 -0.2 0.10
H -0.761330 -3.494575 0.835102 -0.3 -0.3 0.0 0.11
H 0.978117 -3.414727 2.592781 0.3 -0.2 0.4 0.12
H 1.282921 -1.715904 2.153253 0.4 0.3 0.3 0.13
H -2.452966 -2.739979 3.189844 -0.1 0.9 -0.2 0.15
H 0.573193 -1.384833 -4.137626 0.1 -0.6 -0.6 -0.03
H -1.134541 -2.954384 -4.471011 0.6 0.0 -0.6 -0.02
H -1.949461 -1.961585 -2.438534 -0.1 0.1 0.2 -0.04
C -0.581817 1.654649 -2.467043 0.3 0.3 -0.1 -0.06
C -2.069271 1.506044 -2.680751 0.3 -0.4 0.1 -0.21
O -2.747840 2.769383 -2.575060 -0.1 0.1 -0.1 0.04
C -2.641369 3.565704 -3.635150 0.0 0.0 0.2 -0.60
O -2.056504 3.317080 -4.660519 0.0 0.0 0.0 0.11
O -3.300943 4.696996 -3.371261 0.0 -0.1 0.0 0.01
C -3.214681 5.682862 -4.400969 -0.1 0.2 -0.1 -0.04
H -0.374652 2.154936 -1.519588 -0.1 -0.1 0.1 0.09
H -0.101866 0.676663 -2.463329 -0.1 -0.1 0.1 0.05
H -0.128525 2.257061 -3.254903 0.0 0.0 0.0 0.06
H -2.493262 0.872247 -1.904978 -0.1 0.2 0.1 0.12
H -2.291457 1.041045 -3.641210 0.0 0.1 -0.1 0.12
H -3.515849 5.273671 -5.362824 0.1 -0.1 0.0 0.09
H -2.201065 6.077299 -4.459773 0.0 -0.1 -0.1 0.10
H -3.893464 6.485590 -4.126801 0.0 -0.1 0.1 0.09
C -1.977635 -0.285076 5.548112 -0.1 0.0 0.3 -0.06
C -2.640564 0.503924 4.441535 0.5 -0.1 0.0 -0.20
O -4.072584 0.489707 4.563726 -0.1 0.1 0.0 0.04
C -4.575036 1.309673 5.484510 0.0 -0.1 -0.1 -0.61
O -3.949277 2.062147 6.188460 -0.1 0.0 0.0 0.11
O -5.902333 1.159601 5.491642 0.0 0.0 0.0 0.01
C -6.576419 1.933391 6.485138 -0.2 0.1 0.1 -0.04
H -2.378809 -1.299685 5.593153 0.1 0.0 -0.1 0.08
H -0.901745 -0.337130 5.384701 0.0 0.0 -0.1 0.08
H -2.154678 0.174166 6.520309 0.0 0.1 0.0 0.08
H -2.418528 0.048589 3.477796 -0.2 0.0 0.0 0.11
H -2.276360 1.530424 4.408762 -0.1 0.0 0.1 0.12
H -6.304883 2.984392 6.415259 0.1 0.0 0.0 0.09
H -6.348014 1.550223 7.478778 0.1 0.1 0.0 0.10
H -7.641446 1.827172 6.298703 0.0 -0.1 -0.1 0.09
C 5.794544 0.268671 -6.482625 -0.1 0.2 0.1 -0.06
C 4.595864 -0.643078 -6.638998 0.4 -0.1 -0.2 -0.22
O 3.461382 -0.154983 -5.910636 -0.1 -0.1 0.0 0.01
C 2.795793 0.854633 -6.475955 -0.1 0.0 0.1 -0.61
O 3.049243 1.371489 -7.532917 0.0 0.0 0.1 0.13
O 1.791373 1.186263 -5.659743 0.1 -0.1 -0.1 -0.01
C 1.012804 2.306004 -6.095813 -0.3 0.2 0.1 -0.03
H 6.014658 0.429885 -5.426303 0.0 -0.1 0.0 0.08
H 6.670080 -0.167586 -6.963576 0.0 0.0 0.0 0.08
H 5.607199 1.243826 -6.930397 0.0 0.0 -0.1 0.08
H 4.817310 -1.622069 -6.216379 -0.2 0.0 0.1 0.11
H 4.335412 -0.787619 -7.687532 -0.1 0.1 0.0 0.12
H 0.653816 2.160907 -7.112062 0.1 0.0 0.0 0.10
H 1.602129 3.219471 -6.030500 0.0 0.0 -0.1 0.10
H 0.160661 2.381144 -5.424817 0.1 -0.1 0.0 0.06
C 4.348219 1.375351 6.115879 -0.2 0.0 0.2 -0.07
C 3.649835 2.173162 5.034771 0.4 -0.1 0.0 -0.21
O 2.224309 2.132786 5.184393 -0.1 0.1 -0.1 0.03
C 1.723206 2.929754 6.131227 0.0 -0.1 0.0 -0.61
O 2.351482 3.675579 6.837589 0.0 0.0 -0.1 0.12
O 0.402007 2.750469 6.160935 0.1 0.0 0.0 0.00
C -0.273876 3.482367 7.187388 -0.3 0.1 0.1 -0.03
H 3.961085 0.355833 6.146655 0.1 0.0 -0.1 0.08
H 5.421779 1.340335 5.929973 0.0 0.0 0.0 0.08
H 4.184171 1.817474 7.097756 0.0 0.1 0.0 0.07
H 3.855719 1.735830 4.059214 -0.2 0.0 0.0 0.12
H 3.995721 3.206430 5.011606 -0.1 0.0 0.1 0.12
H -0.027855 4.540855 7.140732 0.1 0.0 0.0 0.10
H -0.019375 3.077212 8.165763 0.1 0.1 0.0 0.10
H -1.339587 3.353949 7.014695 0.0 -0.1 -0.1 0.09
```
Positions in Å, forces in eV/Å.

Calculated values
Frontier orbital gap = 8.8 eV
SMILES = [H]/N=C\C[Si@](I)(CCCCOC=O)[PH2]=N.CCOC(=O)OC.CCOC(=O)OC.CCOC(=O)OC.CCOC(=O)OC
E_HOMO = -8.70 eV
Energy above the lowest of the compared OMol25 structures with the same formula, charge and spin = 67.9 kJ/mol

(2)
The following is a quantum chemistry calculation of a molecular structure, C23H48O5P4Re, from the Open Molecules 2025 dataset.

XYZ file:
```
81
Properties=species:S:1:pos:R:3:forces:R:3:lowdin_charge:R:1
P 3.360443 -0.646569 -0.526309 4.5 -0.5 0.1 1.01
C 4.141807 -0.543071 1.132759 -1.8 0.1 0.6 -0.22
H 5.228130 -0.411496 1.028592 -0.3 0.0 -0.2 0.10
H 3.892765 -1.434253 1.722629 0.3 0.2 -0.1 0.04
H 3.693887 0.329481 1.633222 0.5 -0.1 0.1 0.06
C 3.923882 -2.287649 -1.141644 -1.6 -0.2 -0.6 -0.20
H 3.927105 -2.263911 -2.240372 0.1 -0.1 0.3 0.07
H 3.185165 -3.037174 -0.826654 0.4 -0.1 -0.2 0.03
H 4.915869 -2.548090 -0.750846 -0.1 0.4 0.1 0.10
C 4.470707 0.522218 -1.414166 -1.3 0.9 -0.4 -0.20
H 5.469864 0.087693 -1.556162 -0.3 -0.3 0.1 0.10
H 4.544659 1.449942 -0.830922 0.0 -0.2 -0.1 0.07
H 4.026523 0.771222 -2.385729 0.4 0.0 0.1 0.04
P -1.226041 3.936334 -1.812156 0.3 -0.9 -1.1 0.74
C -1.274287 4.274553 -0.040324 0.2 -0.3 0.2 -0.22
H -1.521548 5.334490 0.107428 0.0 -0.3 0.0 0.09
H -0.296242 4.056102 0.401572 -0.1 0.2 0.0 0.04
H -2.025352 3.642740 0.446561 0.0 0.2 -0.1 0.05
C 0.017610 5.050678 -2.480301 -0.1 0.6 -0.1 -0.23
H 0.161538 4.861419 -3.549874 -0.2 0.1 0.2 0.05
H 0.979573 4.866662 -1.982405 -0.3 0.0 0.0 0.06
H -0.286863 6.089113 -2.314352 0.2 0.0 -0.1 0.07
C -2.905209 4.259021 -2.374906 -0.3 0.4 -0.3 -0.22
H -3.025036 5.323736 -2.597410 -0.2 -0.1 0.1 0.07
H -3.617944 3.952602 -1.595846 0.2 0.2 -0.1 0.07
H -3.131520 3.671318 -3.271250 0.1 0.3 0.1 0.05
P -2.784962 -2.245709 -0.986438 -2.6 -2.5 1.5 1.03
C -3.227903 -2.181058 0.784011 1.0 1.4 0.1 -0.21
H -3.966829 -2.961826 0.991919 0.1 0.0 -0.2 0.09
H -3.657653 -1.188781 0.982850 -0.1 -0.4 0.1 0.06
H -2.330687 -2.285785 1.413719 -0.4 -0.1 -0.2 0.03
C -4.464331 -2.278217 -1.741221 0.7 1.2 -1.0 -0.19
H -5.126719 -3.015043 -1.264138 0.5 0.0 0.1 0.09
H -4.385096 -2.459096 -2.822820 -0.2 -0.1 0.3 0.07
H -4.882882 -1.267977 -1.605636 -0.1 -0.4 0.0 0.07
C -2.066243 -3.913927 -1.195960 1.4 0.8 -0.5 -0.19
H -2.853672 -4.661609 -1.311478 -0.1 0.1 0.0 0.09
H -1.403766 -4.142199 -0.345424 -0.4 0.1 -0.3 0.04
H -1.435626 -3.876448 -2.100109 -0.3 -0.5 0.2 0.06
Re -0.577416 1.640118 -2.591951 -0.8 1.4 5.8 1.01
C 0.794572 1.946882 -1.221039 0.8 1.1 1.8 -0.28
O 1.593903 2.162194 -0.390546 -1.5 -0.9 -1.9 0.06
C -1.951352 1.206592 -1.223841 -1.3 0.2 2.0 -0.26
O -2.737211 0.958079 -0.389240 2.0 0.3 -2.3 0.07
C -1.617918 0.886345 -4.413667 -1.5 0.4 -0.8 -0.14
C -1.277756 -0.160024 -3.556524 -0.4 -1.3 -0.4 -0.21
C 0.035927 -0.317267 -3.115117 0.8 -2.3 -0.3 -0.21
C 1.017073 0.570482 -3.563131 1.1 -0.8 -0.6 -0.20
C 0.683488 1.629476 -4.408785 1.2 1.1 -0.9 -0.14
C -0.645430 1.812853 -4.808196 -0.4 1.0 -0.9 -0.14
H -2.663685 1.034239 -4.670900 0.2 0.0 -0.2 0.15
H -2.035949 -0.846456 -3.193496 0.0 0.2 -0.1 0.09
H 0.304295 -1.115438 -2.437806 0.0 -0.1 -0.1 0.12
H 2.030399 0.429633 -3.211364 0.0 0.2 -0.1 0.10
H 1.436580 2.366290 -4.676312 -0.1 -0.2 -0.1 0.15
H -0.920853 2.696414 -5.383420 0.1 -0.4 -0.1 0.15
C -1.571433 1.416182 3.970999 -0.6 -0.4 0.1 -0.03
C -0.415828 1.338895 3.007356 0.6 1.3 0.3 -0.23
O -0.475575 0.078602 2.265828 1.5 -1.4 -1.1 -0.24
P 0.808971 -0.941606 2.138586 -3.1 -1.5 5.1 1.04
O 1.410471 -0.962903 3.655995 0.6 0.9 -3.5 -0.28
C 0.758571 -1.528066 4.822533 -0.7 -0.8 1.0 -0.23
C 1.480177 -0.984571 6.024691 0.2 0.2 -0.1 -0.03
O -0.014027 -2.383220 2.042781 1.2 2.0 -0.6 -0.27
C 0.612019 -3.703662 2.220473 -0.4 -0.7 -0.3 -0.21
C 2.092282 -3.757961 1.985767 0.4 -0.1 0.3 -0.07
H -2.504683 1.286369 3.406994 0.1 0.1 0.3 0.10
H -1.590396 2.411621 4.432704 0.1 -0.2 -0.2 0.12
H -1.538029 0.670933 4.779480 0.1 0.2 -0.3 0.09
H -0.517166 2.153545 2.276641 0.1 -0.4 0.0 0.11
H 0.562871 1.451680 3.501694 -0.4 -0.3 -0.1 0.13
H -0.307494 -1.251047 4.833574 0.3 -0.1 -0.3 0.12
H 0.837623 -2.623601 4.769060 0.0 0.3 0.0 0.12
H 1.343961 0.096785 6.104564 0.0 -0.1 0.0 0.09
H 1.087439 -1.448868 6.931091 0.0 0.0 -0.1 0.11
H 2.546045 -1.207165 5.956119 -0.1 0.0 0.1 0.10
H 0.371113 -4.071463 3.230495 -0.1 0.4 -0.3 0.14
H 0.077996 -4.344836 1.505933 0.2 0.2 0.2 0.12
H 2.649986 -3.279581 2.793600 0.0 0.0 0.0 0.09
H 2.386450 -4.812076 1.991726 0.0 0.1 -0.1 0.12
H 2.396910 -3.333812 1.026268 -0.2 0.0 0.0 0.04
```
Positions in Å, forces in eV/Å.

Calculated values
Frontier orbital gap (alpha / beta) = 8.6 / 3.5 eV
Spin multiplicity = 4
Charge = +4
E_HOMO (alpha / beta) = -18.96 / -18.96 eV
Energy above the lowest of the compared OMol25 structures with the same formula, charge and spin = 0.0 kJ/mol

It is found that the maximum force values, taken in the order of the records, are 4.42, 6.17 eV/Å.